Record 1
{"formula": "C4H9N2OS", "method": "the ωB97M-V functional and the def2-TZVPD basis", "species": ["C", "C", "C", "C", "N", "N", "O", "S", "H", "H", "H", "H", "H", "H", "H", "H", "H"], "coordinates": [[-1.907, 0.691, 0.202], [-1.058, 1.735, -0.418], [1.078, 0.004, -0.720], [2.686, -1.018, 0.643], [-2.043, -1.642, 0.063], [-1.482, -0.593, -0.193], [1.919, -0.883, -0.528], [0.693, 1.492, 0.054], [-1.698, 0.613, 1.237], [-2.953, 0.938, 0.102], [-1.265, 1.732, -1.526], [-1.218, 2.751, -0.165], [0.397, -0.364, -1.503], [3.557, -1.543, 0.388], [2.099, -1.509, 1.513], [2.714, 0.023, 1.077], [-1.520, -2.424, -0.226]], "lowdin_charge": [-0.280, -0.389, -0.419, 0.004, 0.155, -0.108, -0.040, 1.086, 0.118, 0.143, 0.130, 0.076, 0.124, 0.096, 0.152, 0.099, 0.056], "molar_mass_g_mol": 133.2, "charge": 1, "orbital_gap_ev": 8.2, "total_energy_ha": -740.36386, "e_above_lowest_kcal_mol": 112.39, "fmax_ev_per_a": 4.69}



Record 2
{"formula": "C16H26N2O3", "method": "the ωB97M-V functional and the def2-TZVPD basis", "species": ["C", "C", "C", "C", "C", "C", "C", "C", "C", "C", "N", "C", "C", "C", "O", "N", "C", "O", "H", "C", "O", "C", "H", "H", "H", "H", "H", "H", "H", "H", "H", "H", "H", "H", "H", "H", "H", "H", "H", "H", "H", "H", "H", "H", "H", "H", "H"], "coordinates": [[-0.944, 3.751, -5.542], [-1.031, 2.728, -4.416], [0.342, 2.156, -4.069], [0.289, 1.009, -3.058], [-0.283, 1.372, -1.686], [0.552, 2.416, -0.945], [0.056, 2.692, 0.483], [0.897, 2.027, 1.575], [0.895, 0.499, 1.555], [-0.473, -0.084, 1.911], [-0.410, -1.532, 2.004], [-0.070, -2.141, 3.152], [0.061, -3.487, 3.309], [-0.166, -4.348, 2.157], [-0.097, -5.552, 2.092], [-0.502, -3.622, 1.009], [-0.632, -2.270, 0.845], [-0.920, -1.757, -0.208], [-0.667, -4.178, 0.176], [0.431, -3.982, 4.661], [0.625, -3.195, 5.564], [0.545, -5.463, 4.836], [0.814, -5.689, 5.865], [1.295, -5.860, 4.155], [-0.398, -5.940, 4.580], [0.101, -1.503, 4.011], [-0.819, 0.310, 2.868], [-1.199, 0.158, 1.133], [1.193, 0.138, 0.571], [1.627, 0.136, 2.283], [0.539, 2.366, 2.551], [1.930, 2.367, 1.471], [0.085, 3.767, 0.671], [-0.985, 2.381, 0.574], [0.521, 3.347, -1.512], [1.595, 2.092, -0.914], [-1.302, 1.745, -1.803], [-0.341, 0.451, -1.105], [1.302, 0.620, -2.923], [-0.318, 0.202, -3.475], [0.802, 1.777, -4.986], [0.983, 2.955, -3.694], [-1.465, 3.206, -3.536], [-1.695, 1.913, -4.715], [-0.293, 4.575, -5.260], [-0.543, 3.293, -6.444], [-1.928, 4.154, -5.771]], "lowdin_charge": [-0.118, -0.275, -0.233, -0.211, -0.216, -0.202, -0.203, -0.208, -0.170, -0.131, 0.008, 0.041, -0.049, -0.407, 0.083, 0.218, -0.458, 0.100, 0.173, -0.409, 0.068, -0.007, 0.087, 0.092, 0.092, 0.152, 0.136, 0.121, 0.112, 0.118, 0.110, 0.113, 0.107, 0.105, 0.103, 0.115, 0.110, 0.078, 0.110, 0.111, 0.111, 0.104, 0.100, 0.112, 0.071, 0.070, 0.066], "molar_mass_g_mol": 294.4, "charge": 0, "orbital_gap_ev": 9.4, "smiles": "CCCCCCCCCCn1cc(C(C)=O)c(=O)[nH]c1=O", "total_energy_ha": -960.56911, "e_above_lowest_kcal_mol": 9.61, "fmax_ev_per_a": 0.68}



Record 3
{"formula": "C18H23FN2O6", "method": "the ωB97M-V functional and the def2-TZVPD basis", "species": ["C", "C", "O", "C", "C", "C", "C", "C", "F", "O", "C", "O", "O", "C", "C", "C", "C", "C", "C", "N", "N", "C", "C", "O", "C", "C", "O", "H", "H", "H", "H", "H", "H", "H", "H", "H", "H", "H", "H", "H", "H", "H", "H", "H", "H", "H", "H", "H", "H", "H"], "coordinates": [[-5.050, -0.958, -1.852], [-3.640, -0.728, -1.064], [-2.801, -1.847, -1.424], [-1.617, -1.940, -0.548], [-0.497, -1.013, -1.214], [0.965, -1.061, -0.557], [1.200, -2.484, 0.120], [2.659, -2.790, 0.694], [1.022, -3.470, -0.952], [2.113, -0.993, -1.489], [3.117, -0.050, -1.050], [4.043, 0.391, -1.741], [2.788, 0.249, 0.344], [1.319, 0.310, 0.231], [1.249, 1.706, -0.616], [1.919, 2.899, 0.178], [1.962, 4.294, -0.499], [1.354, 4.379, -1.932], [0.774, 3.074, -2.531], [0.711, 1.786, -1.930], [0.513, 0.197, 1.479], [-0.473, 1.276, 1.680], [-1.954, 1.345, 1.099], [-0.132, 2.241, 2.438], [1.302, -0.121, 2.691], [0.964, -1.515, 3.456], [2.180, 0.592, 3.225], [-5.172, -2.109, -1.889], [-5.024, -0.587, -2.930], [-5.907, -0.500, -1.232], [-3.916, -0.669, 0.044], [-3.173, 0.224, -1.491], [-1.380, -3.054, -0.502], [-1.902, -1.631, 0.533], [-0.965, 0.045, -1.238], [-0.415, -1.312, -2.329], [0.471, -2.737, 0.983], [2.975, -2.054, 1.522], [3.464, -2.671, -0.131], [2.758, -3.889, 1.038], [2.359, 2.759, 1.229], [2.441, 5.153, 0.071], [1.377, 5.391, -2.467], [0.365, 3.160, -3.606], [-2.024, 1.537, -0.021], [-2.499, 0.401, 1.453], [-2.500, 2.226, 1.612], [-0.055, -1.942, 3.166], [1.824, -2.271, 3.373], [0.907, -1.240, 4.576]], "lowdin_charge": [-0.082, -0.274, -0.197, -0.180, -0.051, -0.225, -0.220, -0.036, -0.051, 0.023, -0.364, 0.153, 0.018, -0.255, -0.117, 0.048, -0.019, -0.032, -0.104, 0.086, 0.074, -0.318, 0.002, 0.051, -0.337, -0.010, 0.091, 0.087, 0.074, 0.079, 0.112, 0.111, 0.127, 0.118, 0.090, 0.158, 0.139, 0.079, 0.104, 0.105, 0.121, 0.096, 0.093, 0.107, 0.078, 0.077, 0.108, 0.078, 0.085, 0.098], "molar_mass_g_mol": 382.4, "charge": 0, "orbital_gap_ev": 9.1, "smiles": "CCOCC[C@@]1([C@H](C)F)OC(=O)O[C@]1(c1ccccn1)N(C(C)=O)C(C)=O", "total_energy_ha": -1360.22526, "fmax_ev_per_a": 5.53}



Record 4
{"formula": "C31H39N2O5PS2", "method": "the ωB97M-V functional and the def2-TZVPD basis", "species": ["C", "O", "C", "C", "C", "C", "C", "C", "S", "C", "C", "C", "C", "C", "C", "O", "O", "S", "C", "C", "C", "C", "C", "C", "O", "O", "C", "C", "H", "H", "H", "H", "H", "H", "H", "H", "H", "H", "H", "H", "H", "H", "H", "H", "H", "H", "C", "C", "C", "C", "N", "P", "H", "N", "C", "C", "C", "C", "C", "C", "H", "H", "H", "H", "H", "H", "H", "H", "H", "H", "H", "H", "H", "H", "H", "H", "H", "H", "H", "H"], "coordinates": [[4.676, 3.063, -5.373], [4.702, 3.840, -4.152], [4.238, 3.244, -3.023], [4.278, 3.991, -1.817], [3.775, 3.433, -0.661], [3.286, 2.105, -0.644], [2.811, 1.478, 0.586], [3.539, 0.526, 1.221], [3.241, 0.124, 2.938], [1.466, 0.042, 2.936], [0.745, 1.146, 3.387], [-0.643, 1.139, 3.270], [-1.300, 0.043, 2.706], [-0.566, -1.072, 2.286], [0.826, -1.082, 2.406], [3.697, -1.225, 3.201], [3.682, 1.229, 3.756], [4.904, -0.319, 0.360], [5.944, -1.180, 1.563], [5.972, -2.575, 1.574], [6.833, -3.232, 2.455], [7.674, -2.497, 3.296], [7.658, -1.100, 3.253], [6.804, -0.434, 2.372], [4.270, -1.354, -0.431], [5.780, 0.652, -0.254], [3.263, 1.381, -1.844], [3.701, 1.932, -3.028], [5.135, 3.706, -6.126], [5.247, 2.129, -5.251], [3.637, 2.815, -5.641], [4.738, 4.981, -1.834], [3.809, 3.978, 0.281], [1.915, 1.839, 1.085], [1.283, 2.001, 3.796], [-1.198, 2.008, 3.620], [-2.382, 0.070, 2.593], [-1.063, -1.942, 1.854], [1.421, -1.933, 2.073], [5.306, -3.122, 0.907], [6.826, -4.320, 2.475], [8.335, -3.009, 3.992], [8.304, -0.506, 3.899], [6.779, 0.656, 2.306], [2.873, 0.363, -1.859], [3.671, 1.329, -3.936], [-4.291, 0.730, -4.209], [-4.535, -0.493, -3.328], [-5.916, -1.057, -3.658], [-3.476, -1.554, -3.604], [-4.507, -0.088, -1.892], [-3.690, -0.938, -0.616], [-2.561, 0.013, -0.323], [-4.855, -0.371, 0.539], [-5.270, -1.097, 1.774], [-5.351, -0.122, 2.946], [-4.289, -2.220, 2.090], [-6.661, -1.687, 1.547], [-5.739, 0.509, -0.047], [-5.547, 0.663, -1.392], [-3.357, 1.236, -3.936], [-4.209, 0.405, -5.256], [-5.120, 1.446, -4.145], [-6.135, -1.930, -3.032], [-6.697, -0.305, -3.498], [-5.952, -1.364, -4.712], [-3.682, -2.496, -3.080], [-3.488, -1.774, -4.682], [-2.466, -1.213, -3.353], [-6.157, 0.608, 2.799], [-5.569, -0.688, 3.863], [-4.407, 0.415, 3.097], [-4.276, -2.991, 1.310], [-3.267, -1.860, 2.259], [-4.616, -2.700, 3.024], [-6.651, -2.380, 0.698], [-6.987, -2.232, 2.442], [-7.393, -0.898, 1.345], [-6.571, 0.898, 0.526], [-6.201, 1.197, -2.071]], "lowdin_charge": [-0.064, -0.090, -0.256, 0.008, -0.019, -0.249, -0.023, -0.281, 0.694, -0.304, -0.067, -0.059, -0.070, -0.062, -0.037, -0.294, -0.285, 0.723, -0.299, -0.059, -0.065, -0.071, -0.064, -0.059, -0.305, -0.278, -0.046, -0.007, 0.092, 0.095, 0.094, 0.121, 0.122, 0.127, 0.118, 0.111, 0.070, 0.101, 0.125, 0.115, 0.107, 0.105, 0.108, 0.123, 0.120, 0.105, -0.048, -0.641, -0.054, -0.093, -0.268, 0.977, -0.064, -0.270, -0.636, -0.041, -0.081, -0.052, -0.175, -0.175, 0.090, 0.086, 0.078, 0.090, 0.072, 0.089, 0.067, 0.088, 0.081, 0.081, 0.091, 0.070, 0.070, 0.043, 0.094, 0.091, 0.089, 0.074, 0.103, 0.104], "molar_mass_g_mol": 614.8, "charge": 0, "orbital_gap_ev": 6.7, "smiles": "COc1ccc(C=C(S(=O)(=O)c2ccccc2)S(=O)(=O)c2ccccc2)cc1.CC(C)(C)N1C=CN(C(C)(C)C)P1", "total_energy_ha": -2827.99216, "e_above_lowest_kcal_mol": 0.00, "fmax_ev_per_a": 2.24}



Record 5
{"formula": "C17H21CoI2MnNO4S", "method": "the ωB97M-V functional and the def2-TZVPD basis", "species": ["I", "I", "Mn", "Co", "S", "C", "C", "C", "C", "C", "C", "C", "C", "O", "O", "O", "O", "H", "H", "H", "H", "H", "H", "H", "H", "H", "C", "N", "C", "C", "C", "C", "C", "C", "C", "C", "H", "H", "H", "H", "H", "H", "H", "H", "H", "H", "H", "H"], "coordinates": [[-0.942, 3.522, -0.655], [-2.853, 1.972, -1.156], [-0.747, -0.550, -0.269], [1.319, 0.515, -0.091], [0.468, 0.207, -2.079], [2.672, -0.519, 0.130], [1.278, 1.509, 1.350], [1.577, -1.074, -3.209], [0.779, -1.252, -4.483], [1.804, -2.392, -2.518], [2.857, -0.315, -3.464], [-1.960, -0.757, 1.161], [-0.234, -2.207, -0.106], [1.412, 2.113, 2.350], [3.576, -1.240, 0.277], [-3.098, -1.065, 0.815], [-0.215, -3.381, -0.038], [1.319, -1.896, -5.183], [0.576, -0.308, -4.995], [-0.182, -1.730, -4.289], [2.427, -3.009, -3.181], [0.864, -2.918, -2.329], [2.342, -2.264, -1.574], [3.490, -0.873, -4.157], [3.429, -0.168, -2.549], [2.671, 0.672, -3.891], [-4.140, 2.221, 3.877], [-2.882, 2.752, 3.398], [-2.931, 4.149, 3.024], [-2.204, 1.889, 2.455], [-1.531, 0.725, 3.144], [-1.006, 0.899, 4.414], [-0.302, -0.133, 5.039], [-0.073, -1.339, 4.384], [-0.543, -1.532, 3.088], [-1.274, -0.493, 2.475], [-4.566, 2.958, 4.564], [-3.951, 1.282, 4.404], [-4.872, 2.039, 3.070], [-1.902, 4.534, 3.028], [-3.370, 4.333, 2.024], [-3.532, 4.661, 3.783], [-2.901, 1.556, 1.657], [-1.409, 2.476, 1.953], [-1.220, 1.835, 4.913], [0.078, 0.024, 6.044], [0.517, -2.127, 4.849], [-0.400, -2.478, 2.553]], "mulliken_spin": [0.060, -0.007, 3.946, 2.082, 0.367, -0.029, -0.079, 0.055, 0.001, -0.001, 0.004, 0.045, -0.199, 0.058, -0.003, 0.373, 0.188, 0.004, 0.000, 0.000, 0.005, -0.005, 0.006, 0.009, 0.000, 0.001, 0.020, 0.729, 0.003, 0.078, 0.047, 0.030, 0.048, 0.007, -0.041, 0.024, 0.006, 0.016, 0.051, 0.019, 0.065, 0.005, 0.022, -0.003, -0.008, -0.001, 0.002, -0.001], "molar_mass_g_mol": 703.1, "charge": 4, "orbital_gap_ev": [5.9, 4.5], "total_energy_ha": -4541.55181, "fmax_ev_per_a": 13.03, "spin_multiplicity": 9}



Record 6
{"formula": "C4H13N2", "method": "the ωB97M-V functional and the def2-TZVPD basis", "species": ["C", "N", "C", "N", "H", "H", "H", "H", "H", "H", "H", "H", "H", "C", "C", "H", "H", "H", "H"], "coordinates": [[-1.455, -1.097, 1.014], [-1.884, -2.142, 0.109], [-0.232, -0.439, 0.403], [0.240, 0.702, 1.269], [-1.201, -1.557, 1.970], [-2.222, -0.336, 1.210], [-2.405, -2.853, 0.605], [-2.491, -1.779, -0.617], [-0.435, -0.014, -0.570], [0.585, -1.154, 0.336], [1.074, 1.120, 0.847], [-0.474, 1.427, 1.328], [0.456, 0.384, 2.214], [1.396, 2.032, -1.737], [2.155, 0.995, -1.406], [0.524, 1.949, -2.372], [1.634, 3.011, -1.346], [2.011, 0.019, -1.839], [3.037, 1.194, -0.810]], "lowdin_charge": [-0.285, 0.016, -0.161, 0.195, 0.127, 0.121, 0.085, 0.087, 0.116, 0.137, 0.126, 0.171, 0.173, -0.059, -0.092, 0.062, 0.060, 0.061, 0.062], "molar_mass_g_mol": 89.2, "charge": 1, "orbital_gap_ev": 10.1, "total_energy_ha": -269.43299, "e_above_lowest_kcal_mol": 42.48, "fmax_ev_per_a": 0.64}



Q: What is the formula in the fourth record?
A: C31H39N2O5PS2